(1)
{
  "formula": "C3H8N3O",
  "method": "ωB97M-V/def2-TZVPD",
  "max_force_ha_per_bohr": 0.0645,
  "de_lowest_kj_mol": 296.77,
  "e_homo_ev": -14.52,
  "smiles": "C[C@@]1(N)NC=[NH+]O1",
  "charge": 1,
  "e_lumo_ev": -3.684,
  "energy_ha": -358.28341,
  "species": ["C", "C", "N", "N", "C", "N", "O", "H", "H", "H", "H", "H", "H", "H", "H"],
  "xyz": [[-1.46698, -0.15059, 0.64260], [-0.21672, -0.12738, -0.28412], [-0.38163, 0.43182, -1.52502], [0.86614, 0.69969, 0.34094], [1.97713, 0.06734, 0.64246], [1.79689, -1.16299, 0.20915], [0.51599, -1.37690, -0.25351], [-2.27165, -0.83061, 0.22521], [-2.00707, 0.82946, 0.62372], [-0.92080, -0.24563, 1.63960], [0.37810, 0.07188, -2.09253], [-1.24908, 0.53843, -1.97431], [0.53877, 1.70507, 0.48163], [2.75642, 0.75808, 0.88640], [2.31728, -2.01068, 0.27142]]
}

=====

(2)
{
  "formula": "C3H8N3O",
  "method": "ωB97M-V/def2-TZVPD",
  "max_force_ha_per_bohr": 0.0785,
  "de_lowest_kj_mol": 137.30,
  "e_homo_ev": -13.34,
  "charge": 1,
  "e_lumo_ev": -3.035,
  "energy_ha": -358.34415,
  "species": ["C", "C", "C", "N", "N", "N", "O", "H", "H", "H", "H", "H", "H", "H", "H"],
  "xyz": [[1.05851, 0.30054, -0.56702], [-0.89439, 1.35629, 0.08580], [-1.04187, -0.58558, 0.12341], [0.31331, -0.78375, -0.46634], [2.36638, 0.24090, -0.82969], [-1.24882, -1.29441, 1.30309], [0.47650, 1.42916, -0.25232], [-1.49354, 1.99222, -0.65231], [-1.13670, 1.69752, 1.10720], [-1.84332, -0.78794, -0.68107], [0.51075, -1.70539, -0.74261], [2.83131, -0.50171, -1.32077], [2.83327, 1.17439, -0.74954], [-2.27203, -1.24375, 1.65321], [-0.45936, -1.28847, 1.98899]]
}

=====

(3)
{
  "formula": "C3H8N3O",
  "method": "ωB97M-V/def2-TZVPD",
  "max_force_ha_per_bohr": 0.0778,
  "de_lowest_kj_mol": 235.18,
  "e_homo_ev": -14.12,
  "smiles": "[NH2+]=C1NCCN1O",
  "charge": 1,
  "e_lumo_ev": -3.010,
  "energy_ha": -358.30687,
  "species": ["N", "C", "N", "C", "C", "N", "O", "H", "H", "H", "H", "H", "H", "H", "H"],
  "xyz": [[-1.67588, -1.45595, 0.04328], [-0.52532, -0.78596, 0.02930], [0.76455, -1.20356, -0.04424], [1.65425, -0.04240, 0.08182], [0.69317, 1.14131, -0.11453], [-0.63017, 0.54034, 0.13155], [-1.72697, 1.30264, -0.05651], [-1.81904, -2.25158, -0.48261], [-2.49311, -0.88018, 0.30118], [1.25721, -2.01120, -0.40681], [2.57403, 0.14760, -0.60830], [1.98346, -0.15200, 1.05639], [1.00375, 2.08238, 0.52990], [0.80942, 1.59469, -1.10822], [-1.86937, 1.97386, 0.64781]]
}

=====

(4)
{
  "formula": "C3H8N3OS",
  "method": "ωB97M-V/def2-TZVPD",
  "max_force_ha_per_bohr": 0.1002,
  "de_lowest_kj_mol": 309.88,
  "e_homo_ev": -13.03,
  "charge": 1,
  "e_lumo_ev": -3.807,
  "energy_ha": -756.42638,
  "species": ["C", "C", "C", "N", "N", "N", "O", "S", "H", "H", "H", "H", "H", "H", "H", "H"],
  "xyz": [[1.29667, -1.21826, -1.63099], [-0.26739, 0.16483, 0.25882], [1.25417, 0.06454, -0.95097], [0.00485, -0.30751, 1.39018], [-1.28641, 0.90206, -0.15844], [-0.81919, -0.26442, 2.59482], [0.92318, -1.22575, -2.76484], [0.98919, 1.52048, -2.09581], [1.73735, -2.08774, -1.02450], [2.07503, 0.17225, -0.16997], [-1.16867, 1.43759, -0.99813], [-2.22689, 1.06126, 0.08160], [-0.35763, -0.83555, 3.20231], [-1.01387, 0.59334, 3.11260], [-1.65470, -0.71146, 2.26782], [0.51430, 0.73432, -3.11452]]
}

=====

(5)
{
  "formula": "C3H8N3S",
  "method": "ωB97M-V/def2-TZVPD",
  "max_force_ha_per_bohr": 0.1023,
  "de_lowest_kj_mol": 279.12,
  "e_homo_ev": -13.37,
  "charge": 1,
  "e_lumo_ev": -4.579,
  "energy_ha": -681.20796,
  "species": ["C", "C", "C", "N", "N", "N", "S", "H", "H", "H", "H", "H", "H", "H", "H"],
  "xyz": [[0.50918, 0.31207, -0.74874], [0.60184, -0.33772, 1.44047], [-1.64703, 0.02938, 0.34931], [1.99965, -0.20772, 1.04759], [-0.21297, 0.03246, 0.28241], [-0.47367, 0.71816, -2.42151], [2.16479, 0.22043, -0.61125], [0.33978, -1.35811, 1.75828], [0.39754, 0.35986, 2.26654], [-2.02170, -0.99711, 0.36064], [-1.96900, 0.52421, 1.26347], [-2.03315, 0.54932, -0.52544], [2.59118, -0.99421, 1.28817], [-0.43021, -0.19508, -2.86619], [0.18376, 1.34407, -2.88374]]
}

=====

(6)
{
  "formula": "C3H8N3S",
  "method": "ωB97M-V/def2-TZVPD",
  "max_force_ha_per_bohr": 0.0674,
  "de_lowest_kj_mol": 413.83,
  "e_homo_ev": [-12.56, -12.53],
  "charge": 1,
  "e_lumo_ev": [-5.155, -5.160],
  "energy_ha": -681.15665,
  "species": ["C", "C", "C", "N", "N", "N", "S", "H", "H", "H", "H", "H", "H", "H", "H"],
  "xyz": [[1.95514, 0.49070, -0.05246], [-0.29155, 1.49257, -0.41292], [0.00640, -2.02254, -0.10600], [1.14872, 1.51946, -0.01812], [-0.02081, -0.75543, -0.68573], [-0.74231, 0.21251, 0.08143], [3.44276, -0.01324, -0.00304], [-0.81444, 2.28417, 0.04299], [-0.48723, 1.42471, -1.42058], [0.16282, -2.07008, 1.02295], [-0.94707, -2.53968, -0.21967], [0.81252, -2.53723, -0.51187], [1.55030, 2.50623, 0.07559], [-0.54978, 0.00262, 1.03673], [-1.72293, 0.11331, 0.05410]]
}

=====

(7)
{
  "formula": "C3H8N3S",
  "method": "ωB97M-V/def2-TZVPD",
  "max_force_ha_per_bohr": 0.1848,
  "de_lowest_kj_mol": 267.81,
  "e_homo_ev": [-11.16, -13.06],
  "s_squared": 2.0183,
  "multiplicity": 3,
  "charge": 1,
  "e_lumo_ev": [-4.262, -6.516],
  "energy_ha": -681.07749,
  "species": ["C", "C", "C", "N", "N", "N", "S", "H", "H", "H", "H", "H", "H", "H", "H"],
  "xyz": [[-0.01991, 0.47566, -1.14166], [-1.13450, -1.71700, -1.45003], [2.63976, 0.15028, 1.21695], [-0.58972, -0.71874, -1.27903], [0.93614, 0.76908, -0.16473], [1.57099, -0.16529, 0.31351], [-3.31191, 0.23333, 0.38850], [-0.30030, 1.21802, -1.83510], [-1.32732, -2.73554, -1.68247], [3.31573, -0.83289, 1.16496], [3.24361, 0.95822, 0.80396], [2.31565, 0.17187, 2.25677], [1.07396, 1.83558, -0.13110], [-4.55158, -0.38773, -0.01107], [-3.86061, 0.74514, 1.55053]]
}

=====

(8)
{
  "formula": "C3H8N3S2",
  "method": "ωB97M-V/def2-TZVPD",
  "max_force_ha_per_bohr": 0.1197,
  "de_lowest_kj_mol": 473.36,
  "e_homo_ev": -12.84,
  "charge": 1,
  "e_lumo_ev": -4.505,
  "energy_ha": -1079.33373,
  "species": ["C", "C", "C", "N", "N", "N", "S", "S", "H", "H", "H", "H", "H", "H", "H", "H"],
  "xyz": [[-0.85137, -0.30821, -0.03534], [0.68355, 1.14949, 0.62292], [0.92713, 0.68794, -0.86035], [-0.57818, 0.52005, 0.94946], [-0.01850, -0.40266, -1.04817], [-2.38924, -1.58745, 0.46353], [-1.12165, 0.34275, 2.56302], [-0.03000, -1.16504, -2.56715], [1.49252, 0.64018, 1.16713], [0.71319, 2.15871, 0.87306], [0.53879, 1.43543, -1.48182], [1.95019, 0.48824, -1.07210], [-3.08013, -0.80094, 0.30609], [-2.36564, -2.23829, -0.36190], [-0.11700, 0.97719, 3.35329], [0.82650, -0.30366, -3.13213]]
}

=====

(9)
{
  "formula": "C3H8N4",
  "method": "ωB97M-V/def2-TZVPD",
  "max_force_ha_per_bohr": 0.0931,
  "de_lowest_kj_mol": 318.62,
  "e_homo_ev": -9.01,
  "smiles": "[H]/N=C(/C)N(C)/N=N/[H]",
  "e_lumo_ev": 0.701,
  "energy_ha": -338.03244,
  "species": ["H", "N", "C", "C", "N", "C", "N", "N", "H", "H", "H", "H", "H", "H", "H"],
  "xyz": [[2.30414, 0.21266, -0.56214], [1.54601, 0.26123, -1.23509], [0.36694, 0.07003, -0.78990], [-0.76251, 0.02294, -1.76245], [0.17814, -0.36341, 0.52207], [1.19274, -0.39415, 1.54435], [-1.02988, 0.30363, 1.10113], [-2.12392, 0.41451, 0.52384], [-2.84542, 0.64776, 1.22032], [-1.32840, 0.95118, -1.70677], [-1.44648, -0.79709, -1.55572], [-0.35584, -0.11148, -2.76137], [1.85004, -1.25157, 1.38863], [1.77926, 0.52982, 1.57326], [0.67519, -0.49605, 2.49983]]
}

=====

(10)
{
  "formula": "C3H8N4",
  "method": "ωB97M-V/def2-TZVPD",
  "max_force_ha_per_bohr": 0.1021,
  "de_lowest_kj_mol": 431.65,
  "e_homo_ev": -7.90,
  "smiles": "C[C@@H]1CN=NN1N",
  "e_lumo_ev": 0.746,
  "energy_ha": -337.98939,
  "species": ["C", "C", "C", "N", "N", "N", "N", "H", "H", "H", "H", "H", "H", "H", "H"],
  "xyz": [[1.43841, 0.17352, 0.45303], [0.16534, 0.40528, -0.40803], [-0.77499, 1.52549, -0.29631], [-1.97988, 0.89688, 0.22192], [-1.84486, -0.32238, 0.24109], [-0.74229, -0.79073, -0.25928], [-0.41715, -2.10485, -0.18239], [1.30958, 0.07930, 1.55344], [2.13074, 1.05123, 0.48261], [1.99746, -0.76843, -0.05679], [0.60971, 0.38498, -1.46581], [-0.42096, 2.32765, 0.21642], [-1.13432, 1.80287, -1.29198], [-0.97782, -2.48025, 0.60658], [0.64104, -2.18055, 0.18550]]
}